C3H6N6 in the gas phase, computed with the ωB97M-V functional and the def2-TZVPD basis.

Cartesian coordinates (Å):
H (0.04895, -2.75437, -0.69585)
N (-0.80015, -2.31257, -0.61643)
C (-0.62735, -1.10225, -0.18095)
C (-1.68954, -0.20225, 0.01399)
N (-1.40162, 1.08333, -0.14605)
C (-0.05892, 1.54550, -0.19947)
N (0.01411, 2.86156, -0.10968)
N (1.04206, 0.78280, -0.26700)
N (0.67495, -0.58992, 0.06789)
N (1.81618, -1.36173, 0.52622)
H (-2.71688, -0.69996, -0.07326)
H (-0.92057, 3.18755, 0.22343)
H (0.82262, 3.31255, 0.46147)
H (1.63771, -1.97578, 1.32134)
H (2.15844, -1.77446, -0.32564)

Output
- Spin multiplicity: 1
- LUMO level: -0.449 eV
- SMILES: [H]/N=c1/cnc(N)nn1N
- E: -446.330730 Eh
- Charge: 0

Results of the Mulliken charge analysis, in e, for atoms 1 through 5:
1 H 0.2606
2 N -0.7133
3 C 0.5348
4 C -0.1199
5 N -0.4572

A 9-piece molecular cluster, C12H42O9 overall, computed with the ωB97M-V functional and the def2-TZVPD basis.

Cartesian coordinates (Å):
C (1.34614, -0.02034, -4.25579)
C (2.19069, 1.03104, -4.92311)
C (1.39901, 2.29815, -5.22571)
O (3.31920, 1.31105, -4.08575)
H (1.95370, -0.88319, -3.98257)
H (0.57051, -0.34349, -4.94804)
H (0.90946, 0.37935, -3.33752)
H (2.55481, 0.61713, -5.87518)
H (0.53468, 2.07191, -5.84492)
H (2.04526, 3.03227, -5.71670)
H (1.09811, 2.77294, -4.28763)
H (3.86900, 1.96397, -4.52847)
C (-0.35983, -2.58820, -1.87528)
C (-0.19729, -3.65818, -0.80511)
C (0.39960, -3.10890, 0.46381)
O (-1.46911, -4.26604, -0.48910)
H (-0.91581, -1.72913, -1.49732)
H (-0.83998, -2.99332, -2.77058)
H (0.61019, -2.23667, -2.24495)
H (0.49610, -4.41834, -1.18656)
H (1.43883, -2.79503, 0.30429)
H (0.44278, -3.86518, 1.25078)
H (-0.06206, -2.20378, 0.86478)
H (-1.56835, -5.05152, -1.03249)
C (-0.16654, 1.71606, 1.78812)
C (0.07159, 1.02273, 0.45219)
C (-0.24200, 1.93860, -0.71102)
O (1.46521, 0.63002, 0.40181)
H (0.19360, 2.74178, 1.82457)
H (0.21648, 1.10610, 2.60096)
H (-1.25072, 1.77435, 1.97348)
H (-0.49541, 0.08430, 0.41580)
H (-0.34463, 1.38665, -1.64634)
H (0.54684, 2.68387, -0.81303)
H (-1.18391, 2.45592, -0.51986)
H (1.56010, 0.02133, 1.15149)
C (-3.79014, -1.82656, 1.09567)
C (-3.37838, -0.46950, 1.63999)
C (-3.94115, 0.66831, 0.80704)
O (-3.82401, -0.27510, 2.99902)
H (-3.40998, -2.66406, 1.67681)
H (-3.36124, -1.91984, 0.09172)
H (-4.87352, -1.91159, 0.98292)
H (-2.28917, -0.46243, 1.70372)
H (-3.58579, 1.60855, 1.24107)
H (-5.03225, 0.66350, 0.84010)
H (-3.61476, 0.66539, -0.23349)
H (-4.67782, 0.16613, 2.96876)
O (1.72306, -1.23642, 2.65311)
H (1.09284, -0.93351, 3.32465)
H (1.88656, -2.15958, 2.86373)
O (-0.17036, -0.41503, 4.75695)
H (0.18986, -0.62317, 5.62584)
H (-1.10521, -0.23034, 4.90683)
O (2.72513, 4.62046, 3.12944)
H (2.24565, 3.80255, 2.95698)
H (2.64207, 4.72476, 4.08101)
O (3.38625, -0.27592, -1.66464)
H (2.60780, -0.26478, -1.09105)
H (3.20703, 0.40201, -2.32824)
O (1.73846, 2.15513, 4.48622)
H (1.01985, 1.51738, 4.57702)
H (2.45297, 1.79545, 5.01976)

Output
- Spin multiplicity: 1
- LUMO level: -0.051 eV
- SMILES: CC(C)O.CC(C)O.CC(C)O.CC(C)O.O.O.O.O.O
- E: -1159.552445 Eh
- Charge: 0

Results of the Mulliken charge analysis, in e, for atoms 1 through 5:
1 C -0.7120
2 C 0.5855
3 C -1.3255
4 O -0.5420
5 H 0.3741

C54H47FN6O4S4W as an isolated structure, computed with the ωB97M-V functional and the def2-TZVPD basis.

Cartesian coordinates (Å):
W (0.13559, 0.27365, 0.41663)
N (1.15659, 0.79298, -0.96244)
S (1.19993, 1.17281, -2.51892)
N (-1.31971, -0.29590, -0.92556)
S (-1.53449, -1.48588, -1.80097)
N (-0.78328, -2.86212, -1.42366)
S (-0.48222, -2.88448, 0.14719)
N (0.20779, -1.68623, 0.73303)
C (0.52621, -4.31634, 0.32781)
C (1.75215, -4.29885, -0.32668)
C (2.59748, -5.38185, -0.17809)
C (2.21929, -6.45619, 0.62087)
C (0.99799, -6.45177, 1.27500)
C (0.13449, -5.37315, 1.13356)
C (-2.01158, -3.22046, 0.97168)
C (-2.89121, -4.13355, 0.39915)
C (-4.11129, -4.35208, 1.01455)
C (-4.43507, -3.66042, 2.17643)
C (-3.54507, -2.75300, 2.73282)
C (-2.31539, -2.52598, 2.13172)
C (-3.25968, -1.84610, -1.92365)
C (-3.68326, -2.84522, -2.78912)
C (-5.02887, -3.17040, -2.80926)
C (-5.91804, -2.50222, -1.97415)
C (-5.47398, -1.50407, -1.11801)
C (-4.12911, -1.16575, -1.08652)
C (-1.00188, -1.22696, -3.46824)
C (0.13010, -1.86125, -3.95922)
C (0.61645, -1.47976, -5.20186)
C (-0.03234, -0.48994, -5.92846)
C (-1.17702, 0.12151, -5.42700)
C (-1.66942, -0.24283, -4.18551)
C (1.27979, 2.93250, -2.67710)
C (1.75094, 3.73112, -1.64992)
C (1.76078, 5.10327, -1.83662)
C (1.31912, 5.64640, -3.03776)
C (0.83890, 4.82942, -4.05167)
C (0.79804, 3.45477, -3.87032)
C (2.82334, 0.60465, -3.02293)
C (3.34889, -0.50819, -2.38236)
C (4.55020, -1.03010, -2.83965)
C (5.19717, -0.45016, -3.92221)
C (4.65103, 0.65898, -4.55239)
C (3.45220, 1.19698, -4.10668)
H (2.03201, -3.44958, -0.93647)
H (3.55441, -5.39206, -0.68079)
H (2.88594, -7.29983, 0.73489)
H (0.71131, -7.28622, 1.89925)
H (-0.81550, -5.36265, 1.64767)
H (-2.62601, -4.65087, -0.51358)
H (-4.80986, -5.05787, 0.58757)
H (-5.39056, -3.83399, 2.65214)
H (-3.80579, -2.22262, 3.63796)
H (-1.60822, -1.81741, 2.53899)
H (-2.97714, -3.35849, -3.43012)
H (-5.38614, -3.94103, -3.47799)
H (-6.96804, -2.76030, -1.99804)
H (-6.17359, -0.98577, -0.47731)
H (-3.74781, -0.39593, -0.42890)
H (0.61478, -2.63204, -3.37725)
H (1.49778, -1.96069, -5.60418)
H (0.34574, -0.20376, -6.90097)
H (-1.68978, 0.87599, -6.00849)
H (-2.54942, 0.23603, -3.77433)
H (2.05045, 3.28434, -0.71233)
H (2.10586, 5.74790, -1.03985)
H (1.33481, 6.71852, -3.17993)
H (0.48051, 5.26194, -4.97522)
H (0.39604, 2.80093, -4.63498)
H (2.83871, -0.94381, -1.53245)
H (4.98443, -1.88771, -2.34352)
H (6.13447, -0.85983, -4.27291)
H (5.16093, 1.11532, -5.38937)
H (3.03071, 2.06892, -4.58754)
O (-1.35131, 0.61746, 1.86290)
C (-1.70705, 1.75153, 1.34500)
O (-1.07724, 2.03416, 0.27074)
C (-2.72019, 2.59229, 1.93565)
C (-3.03397, 3.81125, 1.33477)
C (-3.99261, 4.65650, 1.88313)
C (-4.60715, 4.22663, 3.03851)
O (-5.55253, 4.86218, 3.75542)
C (-5.88732, 4.00667, 4.85512)
O (-5.04702, 2.85176, 4.76528)
C (-4.29572, 3.00769, 3.64309)
C (-3.35782, 2.16690, 3.12243)
H (-2.51028, 4.09550, 0.43305)
H (-4.24560, 5.60592, 1.43554)
H (-6.93272, 3.70663, 4.77328)
H (-5.69315, 4.53079, 5.79058)
H (-3.10256, 1.22612, 3.58760)
F (4.82462, -1.20729, 4.35840)
C (3.83369, -0.85946, 3.51879)
C (4.15216, -0.42504, 2.24807)
C (3.12093, -0.04401, 1.39721)
C (1.78181, -0.10000, 1.78794)
C (1.51498, -0.57041, 3.07841)
C (2.52357, -0.93876, 3.95436)
H (5.18859, -0.39437, 1.93659)
H (3.37868, 0.30464, 0.40317)
H (0.48607, -0.66149, 3.41465)
H (2.31060, -1.29717, 4.95301)
C (4.29986, 3.16231, 1.52701)
N (3.59682, 2.83521, 2.74039)
C (4.33095, 2.58384, 3.97961)
C (3.21315, 2.35507, 5.01330)
N (2.02491, 2.36686, 4.16999)
C (2.28657, 2.67940, 2.89994)
S (1.05656, 2.86457, 1.72790)
H (4.97663, 2.34980, 1.25312)
H (4.88275, 4.07425, 1.66577)
H (3.57892, 3.31589, 0.73142)
H (4.96586, 3.43566, 4.22427)
H (4.96427, 1.70240, 3.85761)
H (3.17006, 3.15110, 5.75651)
H (3.32018, 1.39957, 5.52473)
H (1.07843, 2.30220, 4.50038)

Output
- Spin multiplicity: 1
- LUMO level: -5.408 eV
- E: -4474.590244 Eh
- Charge: +2

Results of the Mulliken charge analysis, in e, for atoms 1 through 5:
1 W 0.3737
2 N 0.9258
3 S 1.2001
4 N -0.4731
5 S 2.4701

In kcal per mole, the ΔE to the lowest compared entry with this formula, charge and spin values for the records above are, in order, 124.9, 8.9, 0.0.
In Eh/bohr, the strongest force on any atom values for the records above are, in order, 0.095, 0.026, 0.020.